Arrangement A

This record from OMol25 describes 2 unconnected molecules or ions with the total composition C5H8NO2. The level of theory is ωB97M-V/def2-TZVPD.

XYZ file:
```
16
C5H8NO2 | OMol25 | ωB97M-V/def2-TZVPD
C -1.42 -0.46 1.09
C 1.05 -0.20 0.89
C -1.29 1.71 -1.88
C 1.77 -1.09 1.80
C -2.17 2.06 -2.70
N -0.20 -0.21 0.97
O 1.80 0.64 0.13
O -0.44 1.28 -1.18
H -1.82 -1.12 0.38
H -1.85 0.03 1.97
H 1.47 -2.09 1.65
H 2.82 -1.02 1.64
H 1.53 -0.89 2.84
H -1.97 2.75 -3.55
H 1.11 1.07 -0.51
H -3.21 1.93 -2.49
```

Results
**HOMO**: -13.53 eV
**Gap between HOMO and LUMO**: 8.7 eV
**2S+1**: 1
**Total charge**: +1

---

Arrangement B

This record from OMol25 describes a gas-phase ion, C5H8NO2 (charge +1). The level of theory is ωB97M-V/def2-TZVPD.

XYZ file:
```
16
C5H8NO2 | OMol25 | ωB97M-V/def2-TZVPD
C 1.84 -0.95 -0.31
C 0.45 -0.37 -0.19
C 0.00 0.79 -0.99
C -1.20 1.27 -0.61
C -1.53 0.31 0.60
N -0.09 0.09 1.22
O -1.83 -0.90 0.12
O -0.68 -1.39 -0.53
H 1.88 -1.97 0.01
H 2.39 -0.45 0.50
H 2.29 -0.59 -1.25
H 0.37 1.06 -1.90
H -1.74 2.09 -1.07
H -2.28 0.62 1.23
H 0.36 1.02 1.28
H -0.23 -0.63 1.90
```

Results
**HOMO**: -14.73 eV
**Gap between HOMO and LUMO**: 10.8 eV
**2S+1**: 1
**Total charge**: +1
**SMILES**: C[C@]12C=C[C@H]([NH2+]1)OO2

---

Which one sits at the top of the stability order? arrangement A does.

---

Arrangement A

This record from OMol25 describes 2 unconnected molecules or ions with the total composition C2H3NS3. The level of theory is ωB97M-V/def2-TZVPD.

XYZ file:
```
9
C2H3NS3 | OMol25 | ωB97M-V/def2-TZVPD
C 1.80 -0.74 -0.10
C -1.11 1.08 0.80
N -0.61 -0.75 -0.78
S 1.97 0.46 0.87
S 2.22 -2.00 -0.92
S -0.89 0.82 -0.80
H -1.44 2.03 1.24
H -1.37 0.24 1.31
H -0.56 -1.14 -1.63
```

Results
**HOMO (alpha / beta)**: -8.39 / -8.39 eV
**Gap between HOMO and LUMO (alpha / beta)**: 7.8 / 7.8 eV
**2S+1**: 1

---

Arrangement B

This record from OMol25 describes a molecular structure, C2H3NS3. The level of theory is ωB97M-V/def2-TZVPD.

XYZ file:
```
9
C2H3NS3 | OMol25 | ωB97M-V/def2-TZVPD
C -0.53 -0.28 -0.06
C 0.58 0.69 -0.09
H -1.35 -2.08 0.27
H 0.35 -2.16 -0.14
H 1.30 2.65 0.23
N -0.49 -1.59 -0.12
S -2.05 0.51 -0.01
S 0.09 2.29 -0.08
S 2.09 -0.03 -0.01
```

Results
**HOMO**: -8.49 eV
**Gap between HOMO and LUMO**: 6.9 eV
**2S+1**: 1

---

Arrangement C

This record from OMol25 describes a single C2H3NS3 molecule. The level of theory is ωB97M-V/def2-TZVPD.

XYZ file:
```
9
C2H3NS3 | OMol25 | ωB97M-V/def2-TZVPD
C 1.09 0.79 -1.84
C -0.32 -0.27 0.29
N 1.49 1.65 -1.02
S -0.08 -0.51 -1.40
S 1.11 1.87 0.50
S 0.32 -1.48 1.38
H 1.41 0.75 -2.86
H -1.25 0.19 0.59
H -0.37 -1.09 2.46
```

Results
**HOMO**: -8.35 eV
**Gap between HOMO and LUMO**: 7.5 eV
**2S+1**: 1

---

Which one sits at the top of the stability order? arrangement B does.

---

Arrangement A

This record from OMol25 describes a single CH5BS molecule. The level of theory is ωB97M-V/def2-TZVPD.

XYZ file:
```
8
CH5BS | OMol25 | ωB97M-V/def2-TZVPD
B -0.62 -0.77 -0.26
C -0.24 0.70 -0.16
S 1.45 -0.04 -0.02
H -0.95 -1.35 0.67
H -0.78 -1.31 -1.31
H -0.42 1.32 0.75
H -0.15 1.21 -1.05
H 1.70 0.23 1.37
```

Results
**HOMO**: -9.92 eV
**Gap between HOMO and LUMO**: 10.4 eV
**2S+1**: 1

---

Arrangement B

This record from OMol25 describes 2 unconnected molecules or ions with the total composition CH5BS. The level of theory is ωB97M-V/def2-TZVPD.

XYZ file:
```
8
CH5BS | OMol25 | ωB97M-V/def2-TZVPD
B -0.04 0.33 -0.27
C 0.07 -1.22 -0.07
S -0.72 1.66 -1.25
H 0.56 1.13 2.20
H 0.19 -1.66 -1.08
H -0.63 -1.59 0.74
H 1.00 -1.40 0.44
H -0.43 2.76 -0.69
```

Results
**HOMO (alpha / beta)**: -7.18 / -9.15 eV
**Gap between HOMO and LUMO (alpha / beta)**: 6.9 / 9.3 eV
**2S+1**: 1

---

Which one sits at the top of the stability order? arrangement A does.

---

Arrangement A

This record from OMol25 describes a single C5H12N2O molecule. The level of theory is ωB97M-V/def2-TZVPD.

XYZ file:
```
20
C5H12N2O | OMol25 | ωB97M-V/def2-TZVPD
C -2.22 1.04 0.01
C -1.10 0.03 -0.15
C -0.79 -0.75 1.12
C 0.43 -1.67 1.06
N 1.63 -1.24 1.76
N 0.16 0.72 -0.53
C 0.61 0.78 -1.81
O 1.67 1.27 -2.14
H -2.71 1.05 0.98
H -1.97 2.04 -0.33
H -3.04 0.78 -0.68
H -1.26 -0.70 -0.93
H -1.65 -1.34 1.46
H -0.73 -0.03 1.95
H 0.20 -2.64 1.48
H 0.69 -1.80 0.01
H 1.81 -0.24 1.77
H 1.66 -1.55 2.72
H 0.49 1.31 0.22
H -0.08 0.28 -2.51
```

Results
**HOMO**: -9.22 eV
**Gap between HOMO and LUMO**: 10.1 eV
**2S+1**: 1
**SMILES**: C[C@H](CCN)NC=O

---

Arrangement B

This record from OMol25 describes 2 unconnected molecules or ions with the total composition C5H12N2O. The level of theory is ωB97M-V/def2-TZVPD.

XYZ file:
```
20
C5H12N2O | OMol25 | ωB97M-V/def2-TZVPD
N 1.35 -1.74 -0.20
C 1.35 -0.36 -0.55
C 1.09 0.78 0.34
C 2.72 0.27 -0.02
O 3.39 -0.33 0.79
C -1.98 -0.27 1.08
N -1.18 -0.02 -0.09
C -1.93 0.73 -1.04
H 0.60 -1.96 0.45
H 2.20 -1.91 0.33
H 0.96 -0.18 -1.55
H 0.94 1.71 -0.18
H 0.42 0.61 1.18
H 3.20 0.98 -0.71
H -2.16 0.64 1.66
H -2.99 -0.60 0.76
H -1.59 -1.05 1.74
H -2.44 1.60 -0.63
H -2.69 0.08 -1.50
H -1.27 1.02 -1.85
```

Results
**HOMO**: -7.65 eV
**Gap between HOMO and LUMO**: 5.4 eV
**2S+1**: 1

---

Which one sits at the top of the stability order? arrangement A does.

---

Arrangement A

This record from OMol25 describes a single C5H12N2O molecule. The level of theory is ωB97M-V/def2-TZVPD.

XYZ file:
```
20
C5H12N2O | OMol25 | ωB97M-V/def2-TZVPD
C 1.27 -1.12 1.64
C -0.24 -1.05 1.40
N -0.56 -0.75 0.00
C -1.48 -1.64 -0.67
C -0.33 0.45 -0.64
O -0.50 0.56 -1.84
C 0.18 1.61 0.17
N 1.45 2.07 -0.37
H 1.72 -0.17 1.84
H 1.43 -1.68 2.58
H 1.75 -1.88 1.02
H -0.80 -1.95 1.61
H -0.59 -0.25 2.06
H -1.58 -1.54 -1.75
H -1.09 -2.67 -0.64
H -2.47 -1.70 -0.22
H -0.60 2.37 0.25
H 0.35 1.37 1.23
H 1.58 1.83 -1.35
H 1.56 3.08 -0.28
```

Results
**HOMO**: -9.14 eV
**Gap between HOMO and LUMO**: 10.1 eV
**2S+1**: 1
**SMILES**: CCN(C)C(=O)CN

---

Arrangement B

This record from OMol25 describes 2 unconnected molecules or ions with the total composition C5H12N2O. The level of theory is ωB97M-V/def2-TZVPD.

XYZ file:
```
20
C5H12N2O | OMol25 | ωB97M-V/def2-TZVPD
C 0.22 -1.65 1.08
C -1.84 1.79 0.09
C 2.08 1.35 -0.23
C -0.14 -2.61 -0.05
N -0.53 1.28 -0.22
C 1.70 0.11 0.28
O -0.66 0.41 -1.40
N 1.45 -0.93 0.78
H -0.95 0.98 -2.13
H 0.38 -2.18 2.02
H -0.55 -0.88 1.19
H -2.26 2.43 -0.71
H -2.57 0.99 0.29
H -1.75 2.40 1.00
H 0.91 1.79 -0.40
H 2.64 1.27 -1.16
H 2.58 1.98 0.50
H -0.33 -2.05 -0.96
H -1.04 -3.16 0.22
H 0.66 -3.34 -0.22
```

Results
**HOMO**: -6.83 eV
**Gap between HOMO and LUMO**: 7.7 eV
**2S+1**: 1

---

Which one sits at the top of the stability order? arrangement A does.

---

Arrangement A

This record from OMol25 describes 2 unconnected molecules or ions with the total composition C5H12N2O. The level of theory is ωB97M-V/def2-TZVPD.

XYZ file:
```
20
C5H12N2O | OMol25 | ωB97M-V/def2-TZVPD
C -2.38 -0.66 0.98
N -2.63 0.15 -0.17
C -3.97 0.61 -0.19
C 0.09 0.06 -0.89
C 1.50 0.22 -1.06
C 2.32 0.01 0.13
N 3.67 -0.02 -0.12
O 1.89 -0.18 1.26
H -2.89 -0.31 1.88
H -1.30 -0.66 1.21
H -2.69 -1.70 0.81
H -4.69 -0.23 -0.19
H -4.18 1.16 -1.10
H -4.25 1.21 0.69
H -0.46 0.14 -1.83
H -0.34 0.87 -0.26
H -0.17 -0.91 -0.43
H 2.02 0.00 -1.98
H 3.89 -0.41 -1.03
H 4.27 -0.32 0.63
```

Results
**HOMO**: -6.54 eV
**Gap between HOMO and LUMO**: 3.7 eV
**2S+1**: 1

---

Arrangement B

This record from OMol25 describes 2 unconnected molecules or ions with the total composition C5H12N2O. The level of theory is ωB97M-V/def2-TZVPD.

XYZ file:
```
20
C5H12N2O | OMol25 | ωB97M-V/def2-TZVPD
H -1.93 -0.31 1.83
N -2.39 -0.45 0.93
C -1.69 -0.07 -0.07
N -0.64 0.92 -0.01
C -0.88 2.20 -0.69
H -2.10 -0.13 -1.07
H -0.25 1.05 0.92
H -0.31 3.01 -0.23
H -0.58 2.12 -1.73
H -1.95 2.44 -0.69
C 2.22 -0.50 0.70
C 1.11 -0.26 -0.29
C 0.15 -1.87 -0.28
O 1.36 0.37 -1.29
H 2.71 0.44 0.97
H 2.99 -1.11 0.22
H 1.90 -1.04 1.59
H -0.69 -2.10 -0.94
H -0.02 -2.20 0.75
H 0.98 -2.50 -0.61
```

Results
**HOMO**: -8.69 eV
**Gap between HOMO and LUMO**: 9.4 eV
**2S+1**: 1
**SMILES**: [H]/N=C\NC.CC(C)=O

---

Which one sits at the top of the stability order? arrangement B does.